[1]
This record from OMol25 describes a molecular structure, C52H44N2O6P3Ru. The level of theory is the ωB97M-V functional and the def2-TZVPD basis.

Structure (XYZ):
```
108
Properties=species:S:1:pos:R:3:lowdin_spin:R:1
Ru 0.30977 -1.12252 -0.49453 0.81
O 0.79183 0.83700 0.20958 0.06
N 0.09852 1.78325 -0.28602 0.00
N -0.74499 1.41754 -1.14941 0.00
O -0.93979 0.15465 -1.50113 0.02
C -1.59828 2.40002 -1.76998 0.00
C -2.54802 1.95017 -2.66520 0.00
C -3.39103 2.87382 -3.27131 0.00
C -3.27836 4.22366 -2.98053 0.00
C -2.30973 4.65313 -2.07933 0.00
C -1.46163 3.74587 -1.46870 0.00
H -2.62140 0.89277 -2.87334 0.00
H -4.13882 2.52902 -3.97328 0.00
H -3.93657 4.93987 -3.45397 0.00
H -2.21023 5.70550 -1.84844 0.00
H -0.70821 4.06984 -0.76557 0.00
O 3.53809 -1.06144 1.54774 0.00
C 2.37878 -1.40481 1.63412 0.00
O 1.72016 -2.03673 0.68550 0.04
C 1.62462 -1.22151 2.93350 0.00
C 2.36031 -1.12405 4.10880 0.00
C 1.72603 -1.08226 5.33790 0.00
C 0.33921 -1.14049 5.40170 0.00
C -0.39898 -1.20921 4.23291 0.00
C 0.23572 -1.22556 2.98913 0.00
P -0.82310 -1.28415 1.52087 -0.01
C -1.71792 -2.84529 1.81781 0.00
C -0.93614 -4.00144 1.82596 0.00
C -1.52680 -5.24027 2.01006 0.00
C -2.90167 -5.33769 2.18503 0.00
C -3.68184 -4.19121 2.17639 0.00
C -3.09328 -2.94610 1.98973 0.00
C -2.02480 0.06947 1.70822 0.00
C -3.04525 0.12747 0.75419 0.00
C -3.93451 1.19049 0.74035 0.00
C -3.80029 2.22266 1.66052 0.00
C -2.77177 2.18874 2.58836 0.00
C -1.88460 1.11830 2.61277 0.00
H 3.43923 -1.10437 4.03015 0.00
H 2.30972 -1.02276 6.24730 0.00
H -0.16698 -1.13244 6.35833 0.00
H -1.48046 -1.25419 4.28776 0.00
H 0.13346 -3.92616 1.66334 0.00
H -0.91305 -6.13154 2.00662 0.00
H -3.36340 -6.30643 2.32757 0.00
H -4.75294 -4.26118 2.31855 0.00
H -3.71249 -2.05853 1.99419 0.00
H -3.11836 -0.64869 0.00071 0.00
H -4.71813 1.22509 -0.00586 0.00
H -4.48666 3.05975 1.64120 0.00
H -2.64813 3.00063 3.29354 0.00
H -1.06974 1.12015 3.32307 0.00
C -2.92560 -3.50459 -1.75204 0.00
O -2.08628 -2.40230 -1.37174 0.00
C -0.77630 -2.68942 -1.12070 0.02
O -0.31289 -3.79467 -1.24885 0.06
H -3.78437 -3.50648 -1.08167 0.00
H -2.38554 -4.44411 -1.67137 0.00
H -3.25430 -3.34996 -2.77960 0.00
C 3.01274 -0.11681 -2.73134 0.00
P 1.80361 -1.45300 -2.42670 0.00
C 1.03110 -1.75511 -4.04398 0.00
C 1.77548 -2.22219 -5.12618 0.00
C 1.16926 -2.43639 -6.35213 0.00
C -0.18682 -2.17658 -6.51000 0.00
C -0.93062 -1.70186 -5.44088 0.00
C -0.32536 -1.49338 -4.20704 0.00
C 2.86264 -2.90752 -2.11819 0.00
C 2.52328 -4.15204 -2.64303 0.00
C 3.29241 -5.26983 -2.35517 0.00
C 4.39993 -5.15843 -1.52762 0.00
C 4.72656 -3.92625 -0.97723 0.00
C 3.95927 -2.80733 -1.26438 0.00
P 2.21605 1.54572 -2.87611 0.00
C 1.54242 1.56293 -4.58761 0.00
C 2.31238 1.27953 -5.71532 0.00
C 1.75287 1.32577 -6.97993 0.00
C 0.41205 1.66213 -7.13867 0.00
C -0.36249 1.95457 -6.02858 0.00
C 0.20216 1.90247 -4.75727 0.00
C 3.69356 2.61451 -3.13568 0.00
C 3.46090 3.91255 -3.60042 0.00
C 4.50596 4.80048 -3.78607 0.00
C 5.81039 4.41137 -3.49908 0.00
C 6.05256 3.13292 -3.02754 0.00
C 5.00056 2.23972 -2.84619 0.00
H 3.67377 -0.36716 -3.56528 0.00
H 3.60790 -0.07825 -1.81452 0.00
H 2.83200 -2.43307 -5.00405 0.00
H 1.75311 -2.80381 -7.18647 0.00
H -0.66008 -2.34230 -7.46967 0.00
H -1.98573 -1.49125 -5.56452 0.00
H -0.90332 -1.11882 -3.37141 0.00
H 1.64698 -4.25619 -3.26787 0.00
H 3.01659 -6.23039 -2.77147 0.00
H 4.99798 -6.03216 -1.30106 0.00
H 5.57003 -3.83180 -0.30558 0.00
H 4.19944 -1.87554 -0.76778 0.00
H 3.36380 1.03619 -5.60516 0.00
H 2.36086 1.10196 -7.84764 0.00
H -0.02244 1.69658 -8.12972 0.00
H -1.40584 2.21839 -6.14545 0.00
H -0.40707 2.12537 -3.88244 0.00
H 2.44752 4.22507 -3.82861 0.00
H 4.30469 5.79870 -4.15348 0.00
H 6.62989 5.10391 -3.64116 0.00
H 7.06345 2.82106 -2.79784 0.00
H 5.22099 1.24683 -2.47636 0.00
```

Properties
DFT total energy   -100351.45268 eV
Spin multiplicity   2
<S²>   0.7541
HOMO-LUMO gap (spin up / spin down)   8.171 / 7.250 eV


[2]
This record from OMol25 describes a gas-phase ion, C5H9N4O2 (charge +1) at a distorted geometry. The level of theory is the ωB97M-V functional and the def2-TZVPD basis.

Structure (XYZ):
```
20
Properties=species:S:1:pos:R:3:nbo_charge:R:1
C -0.77470 0.11321 0.89564 0.17
C 0.92961 1.39626 0.17913 0.63
C 2.72534 -0.54788 -0.13430 0.64
C -2.24827 -0.23214 0.35558 -0.23
C 1.28415 -0.06213 0.11451 0.08
N 0.30121 -0.69668 0.61448 -0.29
N 1.72977 2.36022 -0.18959 -0.69
N 2.99682 -1.81079 0.07130 -0.76
N -2.55760 -0.26527 -1.04304 -0.82
O -0.29508 1.48455 0.56444 -0.40
O 3.53425 0.39066 -0.22990 -0.62
H -1.00200 -0.00199 1.92884 0.24
H -2.43909 -1.21160 0.77702 0.23
H -3.03505 0.45416 0.79252 0.24
H 2.69439 1.98872 -0.58368 0.50
H 1.35087 3.26389 -0.25763 0.43
H 2.34218 -2.54813 0.29423 0.44
H 4.03532 -2.03471 -0.05282 0.44
H -2.53486 -1.13102 -1.48319 0.38
H -2.25924 0.37149 -1.66834 0.37
```

Properties
DFT total energy   -15379.20315 eV
HOMO-LUMO gap   8.033 eV
Structure (SMILES)   NC[C@H]1N=C(C(N)=O)C(=[NH2+])O1
Charge   +1


[3]
This record from OMol25 describes C4H4O2S in the gas phase at a distorted geometry. The level of theory is the ωB97M-V functional and the def2-TZVPD basis.

Structure (XYZ):
```
11
Properties=species:S:1:pos:R:3:nbo_charge:R:1
C 0.98856 0.86815 -0.33559 -0.40
C -0.28559 0.92360 0.03027 -0.07
C 1.60418 -0.39804 -0.02413 0.80
C -0.76388 -0.37219 0.73814 -0.10
O 2.65791 -0.91221 -0.14490 -0.47
O 0.35264 -1.16195 0.79722 -0.59
S -2.01757 -1.17907 -0.23841 -0.04
H 1.50644 1.73467 -0.66094 0.25
H -1.10873 1.66794 -0.28847 0.24
H -1.22084 -0.25215 1.73604 0.23
H -1.71312 -0.91876 -1.60923 0.14
```

Properties
DFT total energy   -19141.30017 eV
HOMO-LUMO gap   9.163 eV
Structure (SMILES)   O=C1C=C[C@@H](S)O1